{
  "formula": "C4H7NO",
  "method": "ωB97M-V/def2-TZVPD",
  "elements": ["C", "C", "O", "C", "C", "N", "H", "H", "H", "H", "H", "H", "H"],
  "xyz": [[-0.095, 0.852, -0.593], [0.585, 0.205, 0.599], [0.440, 0.804, 1.853], [-0.198, -1.111, 0.548], [-0.476, -0.871, -0.876], [-0.766, -1.308, -2.016], [0.539, 1.558, -1.186], [-0.592, -0.243, -2.076], [-1.005, 1.404, -0.310], [1.637, 0.018, 0.334], [0.770, 1.706, 1.788], [-1.136, -0.978, 1.097], [0.297, -2.035, 0.838]],
  "atomic_forces_ev_per_a": [[-0.1548, -0.7876, 0.5488], [0.2441, -0.2813, 0.4603], [0.2116, 0.4357, 0.4172], [0.1118, -0.2347, 0.4641], [0.3332, 2.0416, 0.2890], [0.5651, 1.7506, 0.9752], [-0.4250, -1.0158, -0.0319], [-0.9812, -1.4208, -3.6374], [0.1018, -0.4053, 0.0362], [-0.0785, 0.0094, 0.2168], [0.0085, 0.0282, 0.1407], [0.1038, -0.0763, 0.1296], [-0.0404, -0.0437, -0.0086]],
  "nbo_charge": [-0.6165, 0.1024, -0.7072, -0.5033, 0.3049, -0.5567, 0.2202, 0.4260, 0.2163, 0.1608, 0.4695, 0.2471, 0.2364],
  "e_above_lowest_kj_mol": 413.1,
  "total_charge": 0,
  "e_homo_ha": -0.340,
  "spin_multiplicity": 1
}